Entry 1:
# C3H10N2O2

A 2-piece molecular cluster, C3H10N2O2 overall at a distorted geometry (ωB97M-V with the def2-TZVPD basis set, the Open Molecules 2025 dataset).

Structure (XYZ):
```
17
Properties=species:S:1:pos:R:3:forces:R:3
H -2.61569 -1.24320 -0.69896 -0.231 -0.139 0.171
N -1.68170 -1.28461 -0.34470 0.526 0.050 -0.769
C 2.11348 -0.43368 1.32351 0.670 0.296 0.456
H -2.40412 2.80903 -1.06029 -0.426 0.202 -0.102
C -0.73198 -0.66359 -1.12136 -1.587 1.858 1.990
O -1.06410 -0.02837 -2.10831 0.474 -0.869 -1.098
H -0.05352 -0.36191 1.53698 -0.041 0.069 -0.008
H -1.20834 2.04425 -1.57753 0.155 -0.502 -0.390
H 1.24933 -0.37302 -1.11787 -0.227 0.338 -0.121
O -1.57551 2.42993 -0.78464 0.260 0.272 0.605
N 0.47711 -0.53967 -0.49086 1.304 -1.012 -0.182
C 0.72021 -0.01047 0.86033 0.045 -0.109 -0.550
H 2.13705 -1.04505 2.22673 -0.317 -0.309 -0.232
H 2.76669 0.40157 1.59836 -0.323 0.208 -0.214
H 2.64004 -0.95041 0.52447 -0.033 -0.237 0.043
H 0.65915 1.07371 0.77859 -0.148 0.138 0.352
H -1.42809 -1.82450 0.45555 -0.101 -0.255 0.049
```
Positions in Å, forces in eV/Å.

## Properties
HOMO energy = -9.26 eV
Maximum force = 3.15 eV Å⁻¹
SMILES string = CCNC(N)=O.O


Entry 2:
# C9H15NP

A 2-piece molecular cluster, C9H15NP overall at a distorted geometry (ωB97M-V with the def2-TZVPD basis set, the Open Molecules 2025 dataset).

Structure (XYZ):
```
26
Properties=species:S:1:pos:R:3:forces:R:3
H 0.67203 2.15186 -2.46077 0.771 -0.175 -0.821
C 0.22181 -2.35118 -1.02956 -2.607 -2.348 0.330
C -0.29120 2.44021 -2.11831 -0.970 1.053 -0.871
H -1.48912 2.09484 -0.49521 -0.261 0.003 0.929
H -1.86317 -2.53144 -0.75241 -2.539 -2.348 0.071
C -0.25416 0.39832 -0.91167 1.946 -1.481 0.826
C -0.46483 1.87639 -0.74705 0.452 -0.371 -0.022
H 2.02192 0.45369 -0.71606 -0.954 -0.054 -1.109
C -1.08775 -1.90806 -0.89830 2.566 3.744 -0.531
C -1.31632 -0.51389 -0.80402 1.726 0.066 -0.365
P 0.76557 0.55347 2.26890 -0.534 0.203 2.225
H 1.63791 0.51802 3.55034 -1.371 -0.408 -1.912
H -0.38910 3.54890 -2.23097 -0.076 -0.934 0.311
H -1.78892 -2.22281 2.39111 -1.731 -1.171 1.680
H 2.33991 -1.94034 -0.96510 -1.702 0.678 0.006
H -2.24880 -0.07974 -0.53275 -0.951 -0.010 -0.140
C -0.45112 -0.77141 2.66514 1.181 1.421 2.176
H -1.09311 -1.71030 1.07434 0.894 -0.216 -4.046
H 1.53879 0.03890 1.27370 0.644 -0.680 -0.336
H 0.27772 2.26046 -0.03837 -0.406 0.214 0.046
C 1.27798 -1.50610 -0.97994 3.403 -0.248 -0.807
H 0.25335 -3.44799 -1.04007 0.863 0.458 -0.094
H -1.09437 1.92133 -2.67895 0.665 0.610 -0.443
H -0.71317 -0.62787 3.74533 0.105 -0.583 -0.876
C 1.12562 -0.14222 -1.02126 -2.057 1.173 1.669
N -1.10844 -1.64934 2.01861 0.942 1.405 2.107
```
Positions in Å, forces in eV/Å.

## Properties
HOMO energy = -12.68 eV
Total charge = +1
Maximum force = 4.57 eV Å⁻¹


Entry 3:
# C38H44F5IN2O3SSbScSi

C38H44F5IN2O3SSbScSi as an isolated structure at a distorted geometry (ωB97M-V with the def2-TZVPD basis set, the Open Molecules 2025 dataset).

Structure (XYZ):
```
97
Properties=species:S:1:pos:R:3:forces:R:3
H 3.06117 -3.37229 2.06310 0.030 -0.022 0.038
H 1.27054 3.27675 2.82813 -0.024 0.023 0.009
C 0.09484 1.55284 3.49365 0.057 -0.012 -0.019
C -2.73534 0.77708 2.43552 -0.136 -0.015 -0.033
Sc 0.22242 0.82360 -1.03358 0.372 0.392 0.897
H -3.33576 2.03574 4.08021 0.027 0.043 0.014
C 0.35591 0.07557 3.79456 0.049 -0.059 0.056
C -0.25997 -2.92564 -4.02206 0.051 -0.041 0.036
H -0.55346 -0.45291 4.09217 -0.031 0.006 0.010
N -1.99487 1.14177 -1.67109 0.165 -0.097 -0.031
H 2.16228 -2.59706 -1.95018 0.012 0.010 0.011
H 1.82963 1.74889 2.16776 -0.024 -0.026 0.006
C -0.18597 -3.81114 -5.08408 0.016 0.004 -0.045
C -5.20761 -0.49452 2.86576 -0.022 0.007 0.011
H -5.47439 0.92189 4.45422 -0.017 0.007 0.016
H -0.57773 3.29198 4.64327 -0.001 0.007 -0.017
H 1.08082 -0.02090 4.61089 0.004 0.007 0.008
C -3.14757 -0.29880 1.64420 0.113 -0.060 0.012
C -1.47124 5.15175 -0.16461 -0.009 -0.013 0.047
C -4.82272 0.57428 3.66326 -0.012 -0.033 -0.009
C -1.47389 3.41774 1.54893 -0.030 0.125 0.088
F 6.76889 3.73783 -1.58906 0.059 0.040 -0.001
H -5.12425 1.49834 -2.56028 -0.002 -0.005 -0.015
C 3.68831 1.10404 -1.83160 -0.064 0.002 -0.003
C 6.00004 1.58815 -2.13986 -0.070 -0.013 0.008
H -2.57559 6.39988 2.77462 -0.007 0.011 0.010
H -2.18209 4.10278 3.47138 0.002 -0.025 0.009
C 4.94659 0.69367 -2.22075 0.043 0.137 0.036
C -0.03613 -2.64896 1.04982 -0.051 -0.011 0.031
I 0.48105 -4.70886 -7.88239 0.008 -0.091 -0.106
C -1.94168 6.07982 0.75010 0.004 0.003 0.005
H 0.74266 -4.06148 2.51546 0.014 0.035 0.014
S 1.80595 2.86328 -0.79229 0.003 -0.266 -0.128
C -2.19766 5.68397 2.05605 0.000 0.027 -0.024
C 2.64075 -2.88381 -1.01147 0.112 0.003 -0.143
C -1.96593 4.37389 2.44524 0.001 -0.041 0.045
O -0.16298 -1.10118 -1.86470 -0.005 -0.193 -0.155
F 2.68330 0.20103 -1.93578 0.050 -0.024 -0.046
H -2.48466 -0.65551 0.86185 -0.014 0.029 -0.009
H 2.95633 -4.71825 0.14068 0.017 0.029 0.022
O 0.36205 0.55345 -3.19917 0.006 -0.029 -0.363
C 0.35771 -3.38253 -6.28868 -0.011 0.097 0.109
C 2.98640 -2.28602 2.13085 0.075 -0.050 0.074
F 5.14925 -0.54789 -2.66925 0.004 -0.048 -0.020
H 0.77186 -0.43527 2.92642 0.005 0.005 -0.048
H -4.26751 -2.14967 -2.91352 0.004 -0.018 0.017
C -3.60257 1.19819 3.44785 -0.004 -0.016 -0.045
C 1.40656 2.21817 3.05916 0.046 -0.012 -0.028
H -0.89886 -4.39708 1.99999 -0.018 0.010 -0.010
C 3.40092 2.37085 -1.34597 -0.172 0.036 0.054
C 0.12595 -0.66646 -3.03728 -0.071 -0.143 -0.042
H 2.44751 -2.05447 3.05013 0.000 0.001 0.026
Si -1.10954 1.63681 2.04033 0.030 -0.077 -0.280
H -5.57906 0.07527 -3.51956 -0.019 0.001 0.023
F 7.22663 1.21871 -2.51095 0.032 0.001 -0.006
H 1.24944 -1.76440 -7.38373 0.004 0.007 -0.011
Sb 1.77457 -1.62881 0.49627 -0.180 0.091 -0.086
H 4.28881 -0.54609 2.18324 -0.012 0.015 0.010
H -6.15721 -0.98661 3.03291 -0.012 0.003 0.016
F 4.32264 4.48904 -0.83444 -0.046 0.005 0.018
H 1.08063 -0.18095 -5.47568 0.015 0.026 0.013
H 3.67172 -2.52354 -1.08335 0.000 -0.038 -0.011
H -4.65675 -1.77687 1.24015 0.028 0.025 0.026
H 4.97845 -1.97004 2.95628 -0.005 -0.020 0.021
H 2.14216 2.14347 3.86743 0.027 -0.001 0.007
H 1.59544 -4.78360 -0.97003 -0.013 0.005 0.009
C -4.36480 -0.93160 1.85512 -0.032 -0.043 -0.013
H -2.11254 7.10472 0.44812 -0.005 0.021 -0.003
H -4.52513 -1.96256 -1.15781 0.028 0.003 -0.046
H -0.53946 -4.82690 -4.97765 -0.001 -0.012 0.011
H 3.23716 -4.88717 -1.58524 0.008 0.007 -0.016
C 2.60658 -4.39515 -0.84131 -0.044 -0.090 0.016
C 5.76186 2.86945 -1.67055 -0.112 -0.112 -0.014
C -5.25254 0.41946 -2.53716 -0.018 -0.027 0.052
H -6.00829 0.17134 -1.78979 -0.006 -0.001 -0.019
C 0.19339 -1.62089 -4.16997 0.029 0.078 -0.048
H 4.90956 -1.86717 1.20373 0.005 -0.005 -0.020
H -0.50463 -1.96728 1.76301 -0.033 0.010 -0.019
H -0.65455 -3.24783 -3.06733 -0.009 0.016 0.013
H -0.93296 3.11791 -0.49959 0.021 0.247 0.048
C 0.73341 -1.20002 -5.37957 -0.057 -0.048 -0.042
N -3.98518 -0.21036 -2.18942 0.018 0.083 -0.042
C -1.24995 3.84460 0.24232 -0.057 -0.221 -0.123
H -0.66982 -2.64047 0.16090 0.018 -0.037 -0.029
C -0.39812 2.22453 4.77577 0.006 0.047 0.066
C -3.91288 -1.65386 -2.00881 -0.015 -0.064 0.008
C -2.93448 0.51502 -1.91205 -0.024 0.202 0.071
O -0.46168 0.85149 0.75663 -0.185 0.287 0.049
H -1.27161 5.43988 -1.18800 0.007 0.006 -0.025
H 0.37096 2.12752 5.55010 0.008 -0.014 0.004
H -2.87554 -1.93466 -1.83170 -0.028 -0.024 0.015
C 4.36328 -1.63329 2.12014 0.058 0.038 -0.024
C 4.48580 3.24387 -1.28367 0.077 -0.012 -0.022
H 0.45147 -4.77446 0.93914 0.009 0.008 -0.015
C 0.82275 -2.08259 -6.44330 -0.021 -0.025 0.022
C 0.07516 -4.04294 1.65281 0.005 -0.080 0.043
H -1.30438 1.76052 5.16871 -0.055 -0.012 -0.026
```
Positions in Å, forces in eV/Å.

## Properties
HOMO energy = -7.76 eV
Maximum force = 1.05 eV Å⁻¹